[1]
Computed, not measured: a structure of composition C12H29ClCrIN2P2Se, with ωB97M-V with the def2-TZVPD basis set.

Orbital gap (alpha / beta) (eV): 6.4 / 5.4
2S+1: 4
Electronic energy (Ha): -5470.0923
LUMO level (alpha / beta) (eV): -8.4 / -9.7
HOMO (alpha / beta) (eV): -14.88 / -15.10
⟨S²⟩: 4.0500
Net charge: +2

Positions of all 49 atoms, in Å:
C: -0.184 -0.046 -2.945
I: -2.717 -0.092 -0.781
H: 0.823 -0.078 -3.388
H: -0.730 0.828 -3.335
H: -0.735 -0.940 -3.270
Cr: -0.170 -0.011 -0.882
P: 0.084 2.427 -0.526
C: -1.497 3.269 -0.250
C: 1.226 3.259 0.637
H: 1.066 4.351 0.574
H: 0.589 4.168 -2.087
H: 2.269 3.019 0.375
H: 1.683 2.719 -2.333
H: -1.834 3.065 0.774
H: 1.022 2.908 1.661
C: 0.648 3.067 -2.155
H: -1.334 4.345 -0.394
H: -0.022 2.680 -2.941
H: -2.231 2.877 -0.964
P: 0.152 -2.343 -0.080
C: -1.388 -3.055 0.556
C: 0.467 -3.222 -1.621
H: 2.379 -2.610 0.839
H: 1.424 -4.116 0.895
H: 1.137 -2.829 2.091
C: 1.393 -3.029 1.046
H: 1.418 -2.889 -2.049
H: 0.508 -4.286 -1.368
H: -1.251 -4.140 0.641
H: -2.201 -2.822 -0.138
H: -0.343 -3.028 -2.329
H: -1.625 -2.623 1.533
Cl: 2.157 -0.012 -1.038
C: -2.429 0.577 2.496
N: -1.630 -0.204 3.399
C: -2.122 -0.899 4.493
C: -1.068 -1.505 5.089
N: 0.060 -1.162 4.356
C: 1.391 -1.636 4.689
C: -0.283 -0.405 3.271
Se: 0.844 0.079 1.857
H: -3.169 -0.074 2.001
H: -1.766 1.005 1.720
H: -2.943 1.396 3.023
H: -3.171 -0.901 4.735
H: -1.025 -2.130 5.970
H: 1.583 -1.422 5.752
H: 1.475 -2.725 4.541
H: 2.121 -1.120 4.061

Results of the Löwdin charge analysis, in e, for atoms 1 through 6: atom 1 (C): -0.25, atom 2 (I): 0.67, atom 3 (H): 0.02, atom 4 (H): 0.02, atom 5 (H): 0.02, atom 6 (Cr): -0.36

[2]
Computed, not measured: a structure of composition C12H29GeN4S5SbSe4Zn, with ωB97M-V with the def2-TZVPD basis set.

Orbital gap (eV): 5.5
Electronic energy (Ha): -16387.0319
LUMO level (eV): 3.7
HOMO (eV): -1.82
Net charge: -2

Positions of all 57 atoms, in Å:
Zn: 0.049 -0.428 0.336
S: 0.019 1.557 4.038
C: -0.082 1.194 2.447
S: 1.166 1.406 1.269
S: -1.665 0.401 1.775
N: -1.280 0.390 -4.077
C: -0.801 1.323 -3.229
N: 0.308 1.958 -3.620
S: -1.543 1.617 -1.745
H: -0.615 -0.042 -4.723
H: -1.976 -0.208 -3.670
H: 0.869 1.580 -4.373
H: 0.813 2.468 -2.917
C: -2.907 -6.147 3.741
C: -2.241 -4.923 3.125
C: -3.244 -3.836 2.738
C: -2.669 -2.855 1.715
Ge: -1.242 -1.786 2.520
C: 0.677 -2.167 2.776
C: 1.615 -2.839 1.777
C: 1.368 -4.335 1.634
C: 2.335 -4.967 0.643
H: -2.171 -6.899 4.033
H: -3.593 -6.609 3.028
H: -3.483 -5.877 4.630
H: -1.675 -5.218 2.239
H: -1.520 -4.509 3.839
H: -3.555 -3.295 3.638
H: -4.144 -4.303 2.323
H: -3.429 -2.137 1.398
H: -2.321 -3.384 0.828
H: -1.617 -1.649 4.019
H: 0.609 -2.771 3.688
H: 1.066 -1.201 3.114
H: 2.643 -2.670 2.112
H: 1.564 -2.388 0.781
H: 0.342 -4.497 1.291
H: 1.465 -4.812 2.619
H: 2.302 -4.441 -0.313
H: 2.093 -6.016 0.461
H: 3.362 -4.915 1.013
Se: 1.173 -1.168 -5.664
Sb: 2.668 -0.901 -3.639
Se: 1.399 -0.338 -1.467
Se: 3.871 1.218 -3.892
Se: 3.932 -2.982 -3.260
C: -1.789 -3.117 -4.940
N: -1.637 -3.113 -3.499
C: -0.510 -3.415 -2.830
N: 0.589 -3.652 -3.546
S: -0.565 -3.540 -1.144
H: -2.847 -3.009 -5.173
H: -1.440 -4.068 -5.353
H: -1.220 -2.311 -5.408
H: -2.417 -2.889 -2.909
H: 0.677 -3.214 -4.465
H: 1.476 -3.716 -3.053

Results of the Löwdin charge analysis, in e, for atoms 1 through 6: atom 1 (Zn): -0.03, atom 2 (S): 0.47, atom 3 (C): -1.69, atom 4 (S): 0.49, atom 5 (S): 0.47, atom 6 (N): 0.06

[3]
Computed, not measured: a structure of composition C12H29N4O7PYb, with ωB97M-V with the def2-TZVPD basis set.

Orbital gap (alpha / beta) (eV): 5.3 / 5.3
2S+1: 2
Electronic energy (Ha): -2720.0178
LUMO level (alpha / beta) (eV): -4.7 / -4.7
HOMO (alpha / beta) (eV): -9.96 / -9.96
⟨S²⟩: 0.7514
Net charge: +1

Positions of all 54 atoms, in Å:
O: -0.757 -5.467 0.124
H: -1.052 -6.158 -0.493
Yb: 0.440 -0.591 -0.380
N: 2.238 0.373 0.628
N: 0.357 -1.571 1.597
N: 0.532 0.821 -2.142
N: -1.256 -1.288 -1.530
O: 2.981 1.279 0.046
O: 1.439 1.938 -2.307
O: -2.126 -2.279 -0.961
O: -0.806 -2.072 1.801
C: 1.214 -0.967 2.413
C: 2.217 0.026 1.933
C: -0.566 0.684 -2.848
C: -1.582 -0.421 -2.449
C: 3.251 0.664 2.748
H: 3.107 1.745 2.666
H: 4.206 0.397 2.285
H: 3.168 0.303 3.761
C: 1.082 -1.518 3.765
H: 1.096 -2.609 3.653
H: 0.096 -1.217 4.128
H: 1.898 -1.152 4.363
C: -0.831 1.527 -4.037
C: -2.846 -0.617 -3.194
H: 0.134 1.936 -4.349
H: -1.508 2.327 -3.733
H: -1.274 0.888 -4.799
H: -3.526 -1.141 -2.516
H: -2.597 -1.250 -4.050
H: -3.201 0.363 -3.491
H: 2.090 1.768 -1.552
H: -1.560 -2.675 -0.237
C: 0.346 -4.811 -0.510
H: 0.843 -4.194 0.257
H: -0.028 -4.133 -1.303
H: 1.056 -5.561 -0.931
O: 2.330 -1.447 -1.642
H: 1.851 -0.766 -2.193
H: 2.704 -0.910 -0.890
C: -1.238 2.231 2.810
P: -1.046 2.318 1.042
C: -2.468 2.971 0.197
C: 0.440 3.212 0.597
O: -0.992 0.865 0.614
H: -1.349 3.226 3.229
H: -0.386 1.738 3.285
H: -2.120 1.638 3.059
H: -2.641 4.005 0.479
H: -2.345 2.915 -0.887
H: -3.351 2.380 0.444
H: 1.352 2.798 1.028
H: 0.627 3.236 -0.476
H: 0.360 4.242 0.946

Results of the Löwdin charge analysis, in e, for atoms 1 through 6: atom 1 (O): -0.12, atom 2 (H): 0.09, atom 3 (Yb): 1.62, atom 4 (N): -0.32, atom 5 (N): -0.32, atom 6 (N): -0.10

[4]
Computed, not measured: a structure of composition C12H29N4O9SZr, with ωB97M-V with the def2-TZVPD basis set.

Orbital gap (eV): 6.7
Electronic energy (Ha): -1815.9471
LUMO level (eV): -4.7
HOMO (eV): -11.47
Net charge: +1

Positions of all 56 atoms, in Å:
Zr: 0.929 1.434 0.366
O: -0.574 0.720 -0.680
H: -1.498 0.692 -0.950
S: -0.725 3.693 0.950
O: -0.442 2.408 1.761
O: -2.039 3.677 0.393
O: -0.360 4.889 1.612
O: 0.314 3.263 -0.118
C: -0.327 -0.726 2.852
O: 0.067 0.025 1.946
N: -0.671 -0.322 4.065
C: -1.302 -1.243 4.992
C: -0.436 1.042 4.507
H: -0.412 -1.812 2.742
H: -2.372 -1.057 5.063
H: -0.880 -1.130 5.991
H: -1.105 -2.280 4.723
H: -1.187 1.728 4.112
H: -0.502 1.121 5.590
H: 0.545 1.399 4.200
C: 1.632 2.282 -4.497
O: 1.274 1.258 -5.046
N: 0.877 3.018 -3.661
C: -0.484 2.607 -3.405
C: 1.321 4.309 -3.212
H: 2.650 2.685 -4.653
H: -0.528 1.517 -3.357
H: -1.187 2.908 -4.182
H: -0.756 2.933 -2.405
H: 2.407 4.380 -3.264
H: 0.911 5.105 -3.847
H: 0.993 4.557 -2.204
C: 2.216 -1.815 -0.125
O: 1.671 -0.710 0.072
N: 2.912 -2.477 0.764
C: 3.595 -3.723 0.436
C: 3.165 -1.916 2.082
H: 2.125 -2.289 -1.107
H: 2.869 -4.540 0.425
H: 4.359 -3.955 1.167
H: 4.040 -3.707 -0.557
H: 4.096 -1.338 2.066
H: 2.357 -1.277 2.414
H: 3.346 -2.730 2.779
C: -1.276 -2.462 -1.988
O: -0.757 -3.464 -1.512
N: -2.549 -2.073 -1.757
C: -3.116 -0.830 -2.213
C: -3.451 -2.921 -1.004
H: -0.755 -1.885 -2.768
H: -2.610 -0.369 -3.067
H: -3.173 -0.081 -1.416
H: -4.115 -0.992 -2.619
H: -3.026 -3.918 -0.899
H: -3.669 -2.530 -0.008
H: -4.385 -3.079 -1.547

Results of the Löwdin charge analysis, in e, for atoms 1 through 6: atom 1 (Zr): 2.02, atom 2 (O): -0.33, atom 3 (H): 0.02, atom 4 (S): 0.36, atom 5 (O): -0.46, atom 6 (O): -0.25

[5]
Computed, not measured: a structure of composition C12H29O4PSe2TeTl, with ωB97M-V with the def2-TZVPD basis set.

Orbital gap (eV): 6.2
Electronic energy (Ha): -6360.4302
LUMO level (eV): 2.0
HOMO (eV): -4.20
Net charge: -1

Positions of all 50 atoms, in Å:
Tl: 0.313 1.440 0.649
C: -0.242 -0.607 5.770
Se: -0.098 0.366 4.047
C: -1.832 -0.266 3.347
C: -1.727 -1.546 2.540
Se: -1.733 -1.230 0.575
C: -1.757 -3.175 0.188
H: -1.116 -0.244 6.306
H: 0.657 -0.394 6.340
H: -0.322 -1.677 5.590
H: -2.255 0.548 2.753
H: -2.458 -0.416 4.229
H: -2.586 -2.194 2.739
H: -0.813 -2.097 2.783
H: -0.934 -3.649 0.721
H: -1.633 -3.306 -0.882
H: -2.709 -3.599 0.506
C: 4.491 -0.266 -0.666
C: 2.988 -0.327 -0.293
C: 2.885 -0.882 1.157
C: 2.303 -1.366 -1.221
O: 2.418 0.899 -0.425
H: 4.948 -1.254 -0.610
H: 5.007 0.408 0.013
H: 4.592 0.123 -1.677
H: 3.368 -1.855 1.244
H: 1.834 -0.986 1.433
H: 3.355 -0.194 1.856
H: 2.702 -2.370 -1.068
H: 2.445 -1.083 -2.260
H: 1.231 -1.368 -1.014
C: 1.357 3.397 -2.055
C: 0.367 2.469 -2.742
O: -0.913 3.045 -2.887
P: -2.008 2.854 -1.654
O: -1.363 3.205 -0.353
Te: -4.007 3.769 -2.367
O: -2.052 1.156 -1.611
C: -2.639 0.611 -2.763
C: -3.017 -0.843 -2.555
H: 2.221 2.814 -1.738
H: 0.877 3.824 -1.176
H: 1.658 4.210 -2.715
H: 0.292 1.535 -2.164
H: 0.706 2.215 -3.756
H: -1.946 0.698 -3.614
H: -3.542 1.205 -3.004
H: -2.129 -1.419 -2.294
H: -3.444 -1.242 -3.473
H: -3.741 -0.935 -1.747

Results of the Löwdin charge analysis, in e, for atoms 1 through 6: atom 1 (Tl): 0.90, atom 2 (C): -0.41, atom 3 (Se): 0.82, atom 4 (C): -0.57, atom 5 (C): -0.56, atom 6 (Se): 0.86

[6]
Computed, not measured: a structure of composition C12H30AlIOP2, with ωB97M-V with the def2-TZVPD basis set.

Orbital gap (eV): 7.7
Electronic energy (Ha): -1772.7584
LUMO level (eV): -7.3
HOMO (eV): -15.05
Net charge: +2

Positions of all 47 atoms, in Å:
C: 2.982 -0.191 -2.331
I: 2.657 -1.271 -0.410
H: 2.158 0.491 -2.559
H: 3.093 -0.979 -3.085
H: 3.931 0.342 -2.204
Al: 0.152 -0.314 0.145
P: -0.970 -1.417 -1.669
C: -0.494 -3.183 -1.676
C: -2.789 -1.535 -1.754
H: -3.081 -2.218 -2.564
H: -1.009 -1.492 -4.085
H: -3.233 -0.551 -1.943
H: -0.901 0.184 -3.471
H: -0.687 -3.627 -0.692
H: -3.203 -1.919 -0.814
C: -0.530 -0.841 -3.340
H: -1.099 -3.710 -2.428
H: 0.556 -0.848 -3.487
H: 0.569 -3.302 -1.907
P: 0.999 1.711 1.183
C: 2.299 1.246 2.386
C: 1.851 2.854 0.042
H: -0.844 3.256 1.562
H: 0.566 3.672 2.570
H: -0.486 2.314 3.027
C: -0.037 2.842 2.177
H: 1.111 3.286 -0.645
H: 2.324 3.665 0.615
H: 2.666 2.149 2.893
H: 3.131 0.738 1.886
H: 2.613 2.325 -0.543
H: 1.880 0.565 3.136
C: 0.657 -2.122 1.612
O: 0.845 -2.903 2.435
C: -3.394 0.912 0.402
C: -2.541 0.594 1.627
C: -3.397 0.130 2.810
C: -1.433 -0.455 1.396
H: -3.959 0.034 0.052
H: -2.779 1.294 -0.430
H: -4.124 1.695 0.670
H: -2.051 1.534 1.925
H: -3.931 -0.799 2.569
H: -2.775 -0.067 3.690
H: -4.134 0.893 3.082
H: -0.946 -0.591 2.377
H: -1.914 -1.418 1.158

Results of the Löwdin charge analysis, in e, for atoms 1 through 6: atom 1 (C): -0.35, atom 2 (I): 1.18, atom 3 (H): 0.01, atom 4 (H): 0.03, atom 5 (H): 0.03, atom 6 (Al): -0.04

[7]
Computed, not measured: a structure of composition C12H30BaN2O4, with ωB97M-V with the def2-TZVPD basis set.

Orbital gap (eV): 8.6
Electronic energy (Ha): -910.5997
LUMO level (eV): -6.4
HOMO (eV): -14.97
Net charge: +2

Positions of all 49 atoms, in Å:
Ba: 11.768 -2.056 -10.779
C: 8.859 -3.211 -12.807
O: 9.550 -3.574 -11.635
C: 8.797 -4.242 -10.632
C: 9.590 -4.913 -9.493
N: 11.053 -4.536 -9.533
C: 11.804 -4.910 -8.311
C: 13.267 -4.735 -8.471
O: 13.579 -3.625 -9.263
C: 15.012 -3.435 -9.332
H: 9.566 -3.008 -13.612
H: 8.371 -2.256 -12.615
H: 8.229 -4.003 -13.212
H: 8.224 -5.082 -11.024
H: 8.086 -3.562 -10.162
H: 9.554 -5.996 -9.610
H: 9.244 -4.674 -8.487
H: 11.411 -5.183 -10.221
H: 11.731 -5.910 -7.883
H: 11.383 -4.264 -7.541
H: 13.492 -5.639 -9.036
H: 13.808 -4.913 -7.541
H: 15.488 -4.398 -9.514
H: 15.243 -3.056 -8.337
H: 15.366 -2.759 -10.111
C: 16.529 2.253 -14.091
O: 15.705 1.531 -13.134
C: 15.543 0.207 -13.654
C: 15.034 -0.689 -12.558
N: 13.852 -0.290 -11.736
C: 14.086 0.914 -10.909
C: 13.052 0.944 -9.703
O: 13.128 -0.386 -9.188
C: 13.979 -0.620 -8.053
H: 16.558 3.294 -13.769
H: 16.026 2.216 -15.057
H: 17.562 1.911 -14.020
H: 16.456 -0.286 -13.988
H: 14.940 0.192 -14.562
H: 15.883 -0.969 -11.933
H: 14.640 -1.543 -13.110
H: 13.149 0.100 -12.347
H: 13.715 1.789 -11.443
H: 15.102 1.145 -10.587
H: 11.985 0.884 -9.917
H: 13.248 1.812 -9.072
H: 13.718 -0.017 -7.184
H: 15.041 -0.496 -8.265
H: 13.792 -1.606 -7.627

Results of the Löwdin charge analysis, in e, for atoms 1 through 6: atom 1 (Ba): 2.04, atom 2 (C): -0.08, atom 3 (O): -0.38, atom 4 (C): -0.19, atom 5 (C): -0.13, atom 6 (N): -0.18

[8]
Computed, not measured: a structure of composition C12H30BrCrN2O4, with ωB97M-V with the def2-TZVPD basis set.

Orbital gap (alpha / beta) (eV): 3.6 / 7.7
2S+1: 6
Electronic energy (Ha): -4503.9885
LUMO level (alpha / beta) (eV): 0.4 / 0.3
HOMO (alpha / beta) (eV): -3.23 / -7.43
⟨S²⟩: 8.7536
Net charge: 0

Positions of all 50 atoms, in Å:
Cr: -3.532 -5.907 -10.696
Br: -5.150 -3.946 -10.663
C: -2.564 -5.219 -13.971
O: -2.507 -5.939 -12.795
C: -2.415 -7.337 -13.116
C: -2.100 -8.213 -11.792
N: -1.949 -7.475 -10.490
C: -0.552 -6.894 -10.474
C: -0.524 -5.361 -10.132
O: -1.664 -4.727 -10.565
C: -1.661 -3.320 -10.475
H: -3.580 -5.210 -14.364
H: -1.961 -5.526 -14.826
H: -2.168 -4.218 -13.797
H: -1.602 -7.437 -13.835
H: -3.355 -7.675 -13.552
H: -1.392 -9.038 -11.867
H: -2.983 -8.795 -11.529
H: -1.927 -8.248 -9.840
H: -0.138 -7.001 -11.477
H: 0.215 -7.353 -9.850
H: 0.360 -4.892 -10.564
H: -0.354 -5.199 -9.067
H: -2.424 -3.056 -9.743
H: -1.920 -2.920 -11.455
H: -0.702 -3.027 -10.046
C: -1.656 -3.399 -6.961
O: -2.086 -4.683 -7.508
C: -2.822 -5.405 -6.566
C: -3.401 -6.730 -7.193
N: -4.191 -6.374 -8.414
C: -4.922 -7.593 -8.764
C: -5.806 -7.558 -9.994
O: -5.051 -7.282 -11.249
C: -6.027 -7.308 -12.326
H: -1.256 -2.667 -7.662
H: -0.790 -3.724 -6.385
H: -2.366 -2.889 -6.310
H: -3.452 -4.751 -5.964
H: -2.178 -5.844 -5.804
H: -3.898 -7.161 -6.324
H: -2.537 -7.282 -7.563
H: -4.755 -5.623 -8.042
H: -5.491 -7.929 -7.897
H: -4.276 -8.463 -8.885
H: -6.651 -6.937 -9.696
H: -6.266 -8.543 -10.071
H: -6.906 -6.711 -12.086
H: -6.410 -8.322 -12.446
H: -5.563 -6.898 -13.223

Results of the Löwdin charge analysis, in e, for atoms 1 through 6: atom 1 (Cr): 0.05, atom 2 (Br): -0.06, atom 3 (C): -0.12, atom 4 (O): -0.25, atom 5 (C): -0.14, atom 6 (C): -0.15